The following is a DFT calculation (ωB97M-V/def2-TZVPD) of a cluster of 5 separate species, CH12O4 in total in a non-equilibrium geometry.

Last columns: bonded neighbours and bond lengths (Å).
Atoms and positions in Å:
1 C 1.63 1.15 0.81  H2 1.083, H3 1.075, H4 1.090, H5 1.085
2 H 0.92 1.71 1.39  C1 1.083
3 H 1.22 0.22 0.46  C1 1.075
4 H 2.37 0.69 1.47  C1 1.090
5 H 2.07 1.76 0.03  C1 1.085
6 H -1.12 0.93 1.51  O8 0.969
7 H -1.66 -0.08 0.65  O8 0.970
8 O -1.23 -0.03 1.52  H6 0.969, H7 0.970
9 H -0.16 -1.05 -2.79  O11 0.964
10 H -0.09 -1.45 -1.34  O11 0.974
11 O -0.18 -1.83 -2.23  H9 0.964, H10 0.974
12 H -1.71 2.08 -1.45  O14 0.967
13 H -0.33 1.71 -1.10  O14 0.967
14 O -1.21 1.71 -0.70  H12 0.967, H13 0.967
15 H -0.59 -2.00 1.05  O17 0.965
16 H -0.02 -3.23 0.28  O17 0.959
17 O 0.09 -2.29 0.44  H15 0.965, H16 0.959

For the molar mass, the calculation gives 88.10 u. The HOMO-LUMO gap comes out at 0.4141 Eh. The calculation puts the relative energy (zero: lowest compared OMol25 entry of this formula, charge and spin) at 77.8 kJ/mol. Its total charge is 0. Its SMILES is C.O.O.O.O. The LUMO energy comes out at 0.2 eV. As for the HOMO energy: -11.033 eV.